A 10-piece molecular cluster, C47H121N7O15 overall in a non-equilibrium geometry. Source: the OMol25 dataset; level of theory: wB97M-V/def2-TZVPD.

```
190
Properties=species:S:1:pos:R:3:forces:R:3:mulliken_spin:R:1
H 18.2047 -16.9601 -36.9410 -0.2 -0.4 0.3 0.018
H 22.9888 -15.5495 -33.0853 0.0 0.4 0.0 0.003
H 18.4695 -30.4195 -32.0785 -0.2 -0.2 0.1 -0.002
H 17.1094 -26.7808 -34.7401 -0.3 0.1 -0.6 0.099
C 13.0059 -16.6396 -32.0761 -1.0 -0.7 -0.9 0.195
H 24.5900 -20.4695 -39.9707 -0.5 -0.4 -0.1 0.000
O 20.9921 -18.8091 -29.9193 0.1 -0.7 0.7 -0.091
H 22.6589 -18.6379 -37.2192 0.6 -0.2 0.2 0.011
C 18.1673 -27.5254 -30.6097 0.6 -0.4 -0.7 0.029
C 22.9904 -18.8011 -38.2447 0.7 -0.2 -0.6 -0.016
C 12.7618 -18.0103 -29.9598 -0.6 0.4 0.7 0.377
H 19.2627 -15.9112 -29.8973 0.0 0.1 -0.1 0.026
H 26.5722 -14.7716 -29.7791 -0.3 -0.5 0.0 0.000
H 17.3520 -24.1865 -33.1646 1.0 0.1 1.0 0.020
H 11.6184 -19.9403 -38.6066 0.6 0.4 0.6 0.047
H 19.0904 -27.1529 -37.0403 0.6 0.2 0.2 0.001
H 25.3495 -12.9108 -43.8180 0.5 0.8 0.4 0.000
H 11.8789 -18.8525 -28.0948 0.5 -0.3 0.0 -0.047
C 11.5217 -20.9101 -38.1184 -0.3 0.8 -1.1 0.255
H 18.6029 -25.5341 -30.0169 -0.6 -0.4 1.3 -0.007
H 11.9417 -20.8822 -37.1129 0.0 -0.2 -0.2 -0.075
H 16.6545 -16.6518 -40.3759 -0.6 -0.3 -0.1 0.002
H 17.2431 -27.2876 -31.1364 -0.2 0.8 0.0 0.040
C 18.9581 -17.6612 -39.0544 0.0 -0.4 -1.0 0.015
H 16.8807 -17.6659 -32.6739 -0.2 -0.4 -0.6 -0.027
H 16.2521 -26.5689 -33.3089 -0.1 0.8 0.4 -0.058
H 24.5126 -17.3353 -31.4636 -0.2 -0.4 -0.5 0.003
H 17.3480 -22.7872 -30.3523 -0.1 0.8 1.0 -0.189
H 20.8481 -16.3311 -32.1449 -0.5 -0.1 -0.1 -0.001
H 14.3213 -23.8202 -34.7889 0.1 -0.1 -0.5 0.157
C 19.0953 -26.4580 -37.8801 -0.4 0.0 -1.0 -0.006
H 12.6955 -18.9584 -30.4935 -0.4 0.2 -0.4 -0.192
H 14.0130 -21.3106 -35.0175 -0.1 -1.1 -0.4 0.219
H 15.0653 -20.4303 -34.0909 0.7 0.0 0.3 0.276
O 15.3381 -16.8981 -31.5802 2.1 1.1 2.6 -0.067
H 19.9378 -17.4416 -38.6300 0.0 -0.6 0.1 0.005
H 18.4759 -18.5828 -38.7284 0.2 0.1 0.9 0.005
H 15.2681 -26.6073 -34.7114 0.2 -0.3 -0.4 -0.016
H 15.8770 -15.9759 -38.9063 0.6 0.7 -0.1 -0.011
H 21.1848 -18.0743 -32.3801 0.7 0.3 -0.2 0.047
C 10.9331 -16.4742 -27.0408 0.6 -0.5 -1.4 0.016
C 28.4786 -15.4951 -30.0820 -1.4 0.8 0.8 0.000
C 17.7508 -22.0944 -31.0911 -0.3 -0.7 0.3 1.103
N 27.0678 -15.3333 -30.4567 1.0 0.0 -1.9 -0.003
H 26.6866 -15.1770 -41.4297 0.1 0.0 -0.3 0.000
O 24.3243 -19.3350 -38.2755 1.2 0.3 -0.3 -0.002
O 28.5255 -13.8485 -28.1776 0.5 -1.4 -1.2 0.000
H 20.7143 -16.1935 -28.9644 0.2 -0.3 0.1 -0.042
H 18.6092 -22.5563 -38.5375 -0.1 -0.1 0.2 -0.016
H 21.3413 -18.3934 -29.1275 0.3 -0.4 0.2 0.033
H 29.1308 -15.7399 -30.9203 -0.3 -0.3 -0.3 0.000
O 17.3801 -24.9926 -38.9788 0.7 -1.8 0.0 -0.076
H 17.7888 -23.3606 -34.3813 0.5 0.5 -0.1 0.004
H 13.7890 -17.9689 -29.5975 0.2 0.0 0.3 0.136
H 13.8012 -22.6085 -37.8823 -0.1 0.0 0.3 0.005
C 24.9763 -16.3566 -31.5870 1.5 -0.6 0.4 -0.002
H 23.8595 -18.3751 -40.9885 -0.3 -0.7 0.3 0.001
H 19.1930 -17.1657 -28.6992 0.3 0.0 0.2 -0.022
C 19.7699 -23.2304 -30.8905 0.9 -1.8 -1.4 -0.035
C 19.1894 -18.5777 -34.6553 1.3 -0.9 0.4 -0.085
H 14.0292 -21.4970 -33.2366 -0.5 -0.1 0.0 -0.452
H 10.9971 -15.4378 -26.7094 0.9 0.0 -0.1 0.005
C 23.7695 -16.1321 -33.5744 -0.2 -0.3 0.3 -0.001
H 11.7269 -23.6044 -40.1654 0.5 0.2 -0.2 -0.035
C 16.9153 -25.3160 -40.2748 -0.6 1.3 0.2 0.125
C 29.1250 -12.7993 -27.4661 0.0 1.2 -0.6 0.001
H 20.0350 -26.5351 -29.8502 -0.1 -0.6 0.0 0.025
H 18.5598 -15.5753 -39.2591 -0.2 0.0 -0.5 0.000
H 17.1753 -29.9441 -30.9217 0.1 0.0 0.4 0.001
H 17.5962 -19.2464 -35.3669 -0.6 0.0 -0.4 0.074
H 22.1382 -16.9981 -31.2225 0.2 -0.5 -0.2 0.027
H 28.4882 -16.2920 -29.3385 0.8 -0.3 0.2 0.000
O 25.0362 -15.9578 -32.9644 -0.1 -0.1 0.9 -0.006
H 16.0401 -21.8680 -37.9837 -0.4 -0.5 -0.5 0.034
H 20.9744 -24.3255 -32.4093 -0.4 0.3 -0.2 0.009
C 15.1951 -23.7679 -34.1393 0.4 0.2 -0.4 1.032
H 17.6211 -25.8044 -40.9467 0.1 -0.6 0.4 0.003
H 29.1394 -13.3976 -30.1749 0.0 0.0 0.0 0.000
C 21.1745 -17.2530 -31.6635 -0.8 0.2 0.6 -0.064
C 16.2358 -26.2563 -34.3530 -0.6 1.4 -0.2 0.174
H 18.2038 -21.1627 -30.7522 -0.1 -0.1 0.6 0.167
C 29.1551 -14.2468 -29.4917 -1.0 -0.4 1.8 0.001
C 25.6136 -15.0294 -41.3074 -1.7 0.8 -0.5 0.000
C 17.5780 -26.2208 -38.2023 -0.1 1.9 1.3 0.113
C 16.4077 -17.8007 -31.7012 1.0 0.7 0.0 -0.107
H 19.9158 -24.9224 -35.6758 -0.1 -0.3 0.1 0.008
H 19.2356 -20.7770 -34.7424 0.1 0.1 -0.1 0.105
H 17.2414 -17.5618 -31.0410 -0.4 0.3 0.6 0.181
C 19.1965 -19.9820 -33.9977 0.3 0.6 0.2 -0.279
H 24.3390 -15.7207 -30.9725 0.1 0.7 -0.1 0.014
N 25.3866 -17.2144 -40.4447 -1.7 -1.1 -0.4 -0.001
H 12.2288 -17.0621 -32.7131 0.3 -0.8 -0.5 -0.060
H 18.8288 -25.4128 -32.2853 -0.6 -0.8 -0.1 -0.004
H 20.0529 -20.0928 -33.3327 0.2 0.0 0.0 0.018
C 13.6394 -22.0980 -38.8317 1.7 1.0 0.7 0.100
C 17.8625 -29.5996 -31.6943 -0.7 -0.4 -1.3 0.000
H 29.1570 -11.9422 -28.1388 0.3 0.4 0.0 0.000
H 17.8674 -27.8183 -29.6036 0.1 -0.4 0.2 0.021
H 19.4886 -23.4557 -29.8618 -0.3 0.4 0.1 0.045
H 28.5384 -12.4588 -26.6128 -0.7 -0.5 -0.2 0.000
H 26.0408 -19.9180 -39.4479 0.2 0.8 1.0 0.000
C 19.3501 -21.8283 -38.2071 0.6 0.6 0.8 -0.025
H 13.0183 -15.6787 -32.5904 0.0 1.0 1.4 0.070
C 19.6338 -24.3873 -36.5826 1.1 0.4 1.9 -0.011
H 21.5487 -23.6074 -36.3974 0.3 0.4 -0.5 -0.003
N 12.4070 -16.8128 -30.7201 0.8 0.9 -1.1 -0.167
N 17.6771 -24.3272 -34.1104 -1.0 0.6 0.9 -0.003
H 19.3277 -24.6523 -38.3749 0.7 0.3 -1.5 0.001
C 11.7638 -18.0269 -28.7971 -0.2 0.5 1.0 0.118
H 14.7791 -24.0186 -33.1635 0.4 -0.4 0.4 0.103
N 19.9178 -25.2155 -37.7794 -2.1 0.8 1.3 -0.001
H 20.7829 -19.1490 -36.0394 -0.4 -0.1 -0.2 0.005
H 14.1880 -22.6364 -39.6045 -0.7 -0.9 -0.2 0.065
O 20.5802 -22.3994 -37.7483 0.0 0.2 -0.2 -0.006
C 20.3720 -24.4983 -31.5175 1.1 -2.1 1.6 -0.016
O 15.6514 -22.4016 -34.0722 0.5 -0.7 -1.1 -1.498
H 18.6141 -24.0735 -36.3597 -0.4 -0.2 -0.8 0.016
H 23.4440 -17.1634 -33.4389 0.0 -0.3 -0.3 0.003
H 19.6254 -26.9030 -38.7221 -0.5 -0.7 -0.1 -0.002
O 18.7260 -28.5974 -31.3722 1.8 1.3 1.9 -0.041
C 16.3829 -24.6896 -34.6568 -0.5 -1.4 0.3 -1.101
C 20.5671 -23.1495 -36.5197 -0.2 -0.9 -1.4 -0.007
H 12.3800 -21.3506 -40.0685 -1.2 0.6 -0.5 0.002
C 19.8576 -16.6900 -29.4203 -0.4 -1.1 -2.1 0.107
N 11.5705 -23.1370 -39.2838 -1.7 -0.3 0.6 0.027
O 25.0553 -14.0426 -42.2019 2.0 0.3 -0.7 -0.001
H 22.9645 -17.8256 -38.7302 -0.2 0.0 -0.3 -0.001
H 26.9073 -12.9646 -42.7306 -0.7 0.9 0.8 0.000
H 19.3740 -18.2362 -30.9822 -0.2 0.1 0.1 0.160
H 26.3976 -17.2990 -30.1634 -0.7 -0.2 0.4 0.000
O 18.0476 -16.1633 -37.4529 0.4 0.5 1.0 -0.036
H 20.4612 -22.4981 -35.6522 -0.7 0.0 0.1 0.022
H 21.4661 -18.2736 -34.7457 -0.3 0.4 0.4 0.017
N 19.5821 -25.7322 -31.6933 0.1 0.7 -1.9 -0.032
C 14.6420 -21.4337 -34.1359 -0.2 1.0 1.0 1.299
C 25.0166 -19.5590 -39.5498 -2.1 -1.3 0.5 0.000
C 26.0054 -13.4346 -43.1226 -1.0 -1.5 -0.4 0.000
H 16.3025 -20.3720 -38.8744 0.3 0.2 0.3 0.022
H 14.7636 -17.2776 -33.3586 -1.2 0.1 -1.0 -0.190
H 25.3424 -19.1031 -41.5432 0.2 0.0 -0.3 0.001
C 12.1791 -21.8505 -39.1209 2.5 0.1 -0.7 -0.087
H 19.0643 -17.9041 -40.1116 0.3 0.5 -0.3 -0.011
C 26.4182 -16.5628 -30.9669 -1.2 1.0 0.3 0.003
H 25.4397 -14.6046 -40.3187 0.1 -0.4 0.3 0.000
H 16.1281 -18.8394 -31.5248 -0.2 -0.1 -0.1 0.132
H 21.0474 -24.9484 -30.7900 1.0 0.9 0.3 -0.006
H 18.9634 -21.1208 -37.4737 -0.6 -0.4 0.7 0.047
H 12.6119 -16.0155 -30.1348 0.1 0.0 0.1 0.009
H 18.7730 -17.8612 -33.9472 1.4 0.5 0.6 0.022
C 19.1479 -26.3671 -30.4610 -0.9 1.8 -0.8 -0.029
C 20.2642 -17.7887 -30.5401 0.1 2.4 0.7 -0.131
H 30.1113 -12.9220 -27.0185 0.4 -0.8 -0.5 0.000
H 20.4761 -17.4127 -35.9942 0.2 0.1 0.1 0.007
H 30.1548 -14.6435 -29.3148 0.4 0.7 0.2 0.000
H 16.5307 -24.5387 -35.7261 -0.8 -0.2 -0.3 0.017
H 23.7945 -15.8918 -34.6373 0.3 0.1 0.2 -0.002
H 19.5339 -21.1022 -38.9990 0.6 -0.6 -0.5 -0.003
H 26.9486 -17.1346 -31.7284 0.7 0.8 -0.3 0.002
H 10.7271 -18.0894 -29.1279 -0.1 0.1 -0.5 0.046
C 15.6140 -20.8898 -38.2065 0.1 0.4 -0.3 -0.164
H 17.0202 -26.0019 -37.2918 0.5 0.4 0.6 -0.044
C 24.8801 -18.6111 -40.6874 0.5 2.5 0.4 0.001
O 18.1707 -18.5203 -35.6207 -0.4 -0.6 -1.3 -0.144
C 24.8415 -16.3508 -41.5048 2.6 0.8 0.7 -0.001
H 9.9268 -16.4788 -27.4597 -0.2 -0.7 -0.1 -0.003
H 17.2674 -29.2103 -32.5204 -0.6 -0.4 -0.3 0.002
C 16.6296 -16.6668 -39.2862 0.7 0.0 -0.2 0.019
H 10.4320 -20.9316 -38.1005 -0.1 -0.9 0.3 -0.075
H 16.2346 -17.5882 -38.8583 0.3 -0.5 -0.4 0.005
H 16.8591 -21.8332 -31.6609 0.4 -0.2 -0.9 -0.191
H 14.1957 -18.3707 -32.1076 -0.4 -0.6 -0.5 0.161
H 23.7637 -16.1888 -41.4932 0.1 -0.2 0.4 0.001
H 26.3899 -17.1110 -40.3919 0.1 -0.3 -0.1 0.000
H 15.5747 -20.4231 -37.2223 -0.1 0.5 0.0 0.060
H 15.9750 -25.8402 -40.1041 0.0 -0.3 -0.8 -0.018
H 18.3292 -20.1553 -33.3606 -0.3 0.1 -0.1 0.177
C 18.0990 -16.4605 -38.8207 -1.8 0.3 0.4 0.001
H 22.2757 -19.5101 -38.6626 -0.1 0.0 -0.4 0.003
C 20.5794 -18.3064 -35.3787 -1.5 -0.2 0.5 0.068
C 14.3197 -17.3185 -32.3640 -0.9 -1.6 -0.3 -0.202
H 25.1565 -16.7375 -42.4740 -0.4 0.0 -0.5 0.000
O 18.7152 -22.9093 -31.7362 -0.8 1.0 -0.8 -0.681
H 16.9268 -27.0452 -38.4930 0.7 -0.4 -1.1 0.002
H 26.5031 -14.1514 -43.7758 -0.3 -0.9 -0.1 0.000
H 11.0604 -17.1475 -26.1932 -0.3 -0.1 0.1 -0.007
H 16.7078 -24.3583 -40.7521 -0.2 0.0 -0.1 0.002
H 20.5867 -22.5110 -30.9494 -0.1 0.5 0.4 0.015
H 10.5926 -22.8845 -39.2899 -0.5 -0.7 0.0 0.000
O 11.9179 -16.7874 -28.0697 -0.4 0.7 0.8 -0.107
O 14.3610 -20.8341 -38.8739 -0.4 -0.7 0.9 -0.125
```
Forces are in eV/Å.

As for the max |F|: 3.50 eV/Å. As for the multiplicity: 2. Its net charge is -1. As for the expectation value of S²: 0.75. The calculation puts the highest occupied orbital energy (alpha / beta) at 0.5 / -6.5 eV.